1.
A gas-phase ion, C4H8N (charge +1), computed with the ωB97M-V functional and the def2-TZVPD basis.

Net charge: +1
2S+1: 1
HOMO energy (Eh): -0.534
Molecular weight (g/mol): 70.1

XYZ file:
```
13
C4H8N (the ωB97M-V functional and the def2-TZVPD basis)
H 1.7988 0.1031 -0.9448
C 0.0162 -0.1245 0.4734
H -0.2011 -1.9100 -0.6224
C -0.7919 0.7032 0.9873
H 0.7339 -0.5396 -2.1015
H 2.1128 -1.5445 -1.5836
H 1.1084 -1.8273 0.4553
H -0.9982 2.0332 2.5131
H -1.0234 2.6628 0.7763
C -1.3962 1.8594 1.4789
C 1.3757 -0.7954 -1.3296
N 0.5007 -1.2990 -0.1544
H -2.5255 1.6144 1.2819
```

2.
A molecular structure, C4H8N, computed with the ωB97M-V functional and the def2-TZVPD basis.

Net charge: +1
2S+1: 1
HOMO energy (Eh): -0.616
Molecular weight (g/mol): 70.1

XYZ file:
```
13
C4H8N (the ωB97M-V functional and the def2-TZVPD basis)
H 0.4039 1.7354 -0.7334
H -2.2696 0.5029 0.8564
H -2.0696 -1.1605 0.0182
C 0.5567 0.9990 0.0381
C 0.4415 -1.0435 0.0120
H 0.6774 1.4070 1.0401
C 1.6856 -0.1580 -0.0223
H 0.4932 -2.1304 0.2548
H 2.5134 -0.0675 0.6399
H 1.9855 -0.3801 -1.0766
C -1.8703 -0.0767 -0.0272
H -2.1431 0.4547 -1.0328
N -0.4046 -0.0823 0.0328
```

3.
A gas-phase ion, C4H8N (charge +1), computed with the ωB97M-V functional and the def2-TZVPD basis.

Net charge: +1
2S+1: 1
HOMO energy (Eh): -0.542
Molecular weight (g/mol): 70.1

XYZ file:
```
13
C4H8N (the ωB97M-V functional and the def2-TZVPD basis)
C -1.0732 0.5003 0.4917
H -1.0829 -0.2067 1.2581
H -0.0627 0.6404 -1.4673
H 0.6954 -1.5896 0.3084
H -2.0405 0.5424 0.0700
H -0.2232 -1.9779 -0.9105
H 1.4589 -1.2685 -1.2890
C -0.1762 1.4557 1.2166
H 1.9333 1.1760 -0.0128
H -0.1079 2.1437 2.0986
C 0.9095 1.1178 0.2608
C 0.5028 -1.1690 -0.6687
N 0.0342 0.1707 -0.4894
```

4.
A gas-phase ion, C4H8N (charge +1), computed with the ωB97M-V functional and the def2-TZVPD basis.

⟨S²⟩: 2.006
Net charge: +1
2S+1: 3
HOMO energy (alpha / beta) (Eh): -0.357 / -0.657
Molecular weight (g/mol): 70.1

XYZ file:
```
13
C4H8N (the ωB97M-V functional and the def2-TZVPD basis)
H -0.3036 -2.1532 0.5949
H -0.0058 2.1010 -0.0245
C 0.5897 -1.6279 0.3988
C -0.7611 1.4790 -0.3547
H -1.6718 -0.4292 0.3617
H 1.5358 -2.0843 0.5265
H 0.9082 -0.4662 -1.5312
C 0.7503 -0.1548 0.7445
N -0.5636 0.1444 0.1335
H -1.6920 1.9027 -0.1248
C 0.4246 -0.5590 -0.6298
H 1.4310 0.5008 1.3105
H -0.6417 1.3466 -1.4055
```

5.
A molecular structure, C4H8N2, computed with the ωB97M-V functional and the def2-TZVPD basis.

2S+1: 1
HOMO energy (Eh): -0.320
Molecular weight (g/mol): 84.1

XYZ file:
```
14
C4H8N2 (the ωB97M-V functional and the def2-TZVPD basis)
C -0.7132 0.9977 -0.4303
H 0.1241 -2.2351 -0.3517
H 2.0059 0.1143 -0.9559
H -1.7619 1.0429 1.2563
H -1.2228 -1.5041 -0.9256
H -0.1519 1.9212 -0.6322
C 0.1297 -0.2401 -0.0928
H 2.0737 -0.8535 0.5421
H -1.4775 0.8260 -1.2050
N -1.4987 0.2890 1.9607
N -0.2138 -1.4132 -0.8374
C 1.6012 -0.0005 0.0495
H 1.8128 0.9003 0.6361
C -0.7076 0.1551 0.9861
```

6.
A molecular structure, C4H8N2, computed with the ωB97M-V functional and the def2-TZVPD basis.

2S+1: 1
HOMO energy (Eh): -0.340
Molecular weight (g/mol): 84.1

XYZ file:
```
14
C4H8N2 (the ωB97M-V functional and the def2-TZVPD basis)
C 0.0131 -0.8846 0.7703
C -1.3314 0.1751 -0.6913
H -1.1958 1.5011 1.1614
H -0.8583 -1.0081 1.7113
H 2.0738 1.0115 -1.0963
C 1.8072 0.0274 -0.5593
C -0.5052 1.2567 0.3198
H 1.6748 -1.0044 -1.4812
H -2.0875 0.6360 -1.4637
H -0.1584 2.3131 0.0670
H 0.5194 -1.9258 0.8018
H 2.7213 -0.4751 0.0549
N -1.0369 -1.0464 -0.3896
N 0.6667 0.4041 0.5623
```

7.
C4H8N2 in the gas phase, computed with the ωB97M-V functional and the def2-TZVPD basis.

2S+1: 1
HOMO energy (Eh): -0.354
Molecular weight (g/mol): 84.1

XYZ file:
```
14
C4H8N2 (the ωB97M-V functional and the def2-TZVPD basis)
H -0.2714 1.2278 1.8543
H -0.9994 -0.9774 0.6711
H 1.3640 0.5628 2.1111
C 0.4846 0.2845 0.0962
C 1.4693 -0.8183 -0.0871
N -0.8856 -0.1981 0.0293
C 0.7122 1.0764 1.4004
H -1.2851 0.3331 -1.9383
H -2.4013 -0.8458 -1.2357
H -0.7811 -1.3715 -1.7797
N 2.1702 -1.7265 -0.2474
H 1.1423 2.0584 1.1882
H 0.6289 0.9517 -0.7614
C -1.3477 -0.5570 -1.3011
```

8.
C4H8N2 in the gas phase, computed with the ωB97M-V functional and the def2-TZVPD basis.

2S+1: 1
HOMO energy (Eh): -0.354
Molecular weight (g/mol): 84.1

XYZ file:
```
14
C4H8N2 (the ωB97M-V functional and the def2-TZVPD basis)
H -1.3313 0.6464 -0.6555
H 0.2025 0.9011 1.1556
N -0.5585 -0.0068 -0.6218
H -0.9870 -1.9294 1.2550
H -0.0874 0.6368 -2.5625
H 0.9875 -0.5852 0.6399
C 0.4092 0.2575 -1.6638
H -0.5092 -0.9291 2.6522
H 0.8740 -0.6996 -1.9206
H -1.9078 -0.4710 1.6632
C -0.9017 -0.9053 1.6303
N 2.3180 1.9566 -0.9859
C 0.0078 -0.0943 0.7223
C 1.4838 1.2223 -1.3084
```

The records above yield E values of -5757.643; -5759.010; -5757.557; -5750.337; -7254.128; -7253.080; -7257.240; -7257.277 eV, respectively.
The records above yield energy above the lowest of the compared OMol25 structures with the same formula, charge and spin values of 214.3; 82.4; 222.6; 518.3; 361.6; 462.6; 61.3; 57.8 kJ/mol, respectively.